This record from OMol25 describes a molecular structure, C33H35BrFILuN6O9 at a distorted geometry. The level of theory is ωB97M-V/def2-TZVPD.

XYZ file:
```
87
Properties=species:S:1:pos:R:3:forces:R:3:lowdin_charge:R:1
Lu -0.18400 0.16916 0.04394 0.423 -1.567 -1.018 1.761
N 0.01202 1.56156 -2.10733 -0.363 -0.038 0.194 -0.014
N -1.33524 1.97653 -2.19961 -0.026 0.086 -0.092 -0.006
C -2.02706 2.24026 -1.00177 0.011 -0.019 0.140 -0.704
O -3.10114 2.80324 -1.07012 -0.013 0.019 0.103 0.052
O -1.43262 1.80305 0.07272 -0.885 0.900 -0.468 -0.206
H 0.64549 2.35305 -2.06163 0.093 -0.003 0.068 0.106
H 0.23249 0.98902 -2.91230 0.045 -0.092 0.025 0.100
H -1.57691 2.61466 -2.94261 0.016 0.020 -0.037 0.135
F -6.66576 -2.53193 0.88041 0.015 0.057 0.012 0.063
C -5.77477 -2.96648 -0.04313 -0.039 0.041 0.020 -0.189
C -4.63470 -2.25239 -0.26624 0.012 0.168 0.041 0.101
C -3.73570 -2.66322 -1.24775 0.023 -0.025 -0.039 -0.028
C -2.49787 -1.89298 -1.46548 0.054 0.016 -0.308 -0.274
O -2.33904 -0.79919 -0.92606 -0.055 0.168 0.241 -0.013
C -1.55341 -2.50494 -2.36496 -0.088 -0.025 0.155 -0.020
C -1.91669 -3.58971 -3.08266 -0.159 -0.084 -0.064 0.049
N -3.12268 -4.21698 -2.97990 -0.011 0.030 -0.049 0.003
C -3.44117 -5.30264 -3.88195 0.050 0.079 0.161 -0.265
C -4.60517 -5.12594 -4.81293 -0.095 -0.047 -0.053 -0.100
C -3.20420 -5.08134 -5.34244 0.068 0.037 -0.051 -0.076
C -4.01917 -3.80695 -2.00372 0.063 -0.102 -0.066 -0.114
C -5.18263 -4.53863 -1.73395 0.019 -0.093 -0.113 0.065
C -6.06780 -4.13059 -0.75671 -0.053 0.010 0.026 -0.154
N -7.23829 -4.90084 -0.51393 0.035 -0.179 -0.078 -0.094
C -8.24099 -4.92930 -1.55906 -0.032 0.114 0.099 -0.138
C -9.02351 -6.22410 -1.47889 0.006 0.000 0.050 -0.082
N -9.63312 -6.32512 -0.10087 0.097 -0.009 -0.019 0.063
C -8.58516 -6.22944 0.98389 0.017 0.006 -0.058 -0.078
C -7.82514 -4.92845 0.80957 -0.023 -0.004 -0.055 -0.153
C -0.16656 -1.94818 -2.54792 0.106 -0.027 0.045 -0.598
O 0.45456 -2.21671 -3.56742 -0.016 0.058 0.033 0.049
O 0.24774 -1.25842 -1.55451 0.143 -0.089 -0.248 -0.196
H -4.43251 -1.34482 0.28816 0.022 -0.028 -0.014 0.126
H -1.22365 -3.99664 -3.80844 -0.032 0.019 -0.009 0.152
H -3.24888 -6.29003 -3.47888 -0.020 -0.017 0.001 0.153
H -5.14996 -4.19193 -4.75425 0.064 -0.008 0.001 0.113
H -5.21032 -5.99587 -5.03488 0.026 0.022 0.019 0.104
H -2.81214 -4.11703 -5.63626 -0.028 -0.014 -0.002 0.116
H -2.83817 -5.91426 -5.92551 -0.016 -0.002 0.040 0.112
H -5.38270 -5.45104 -2.27994 -0.011 0.013 0.049 0.121
H -7.77086 -4.86409 -2.53750 0.029 -0.010 -0.003 0.137
H -8.93972 -4.07879 -1.47351 0.016 0.022 -0.045 0.144
H -8.36675 -7.08353 -1.59314 -0.004 -0.036 0.012 0.141
H -9.82795 -6.26965 -2.20986 -0.043 0.008 0.030 0.139
H -10.16227 -7.19128 -0.00804 -0.008 -0.039 -0.002 0.183
H -10.29759 -5.55770 0.01938 -0.038 0.023 0.011 0.182
H -7.92644 -7.08630 0.86189 -0.019 -0.040 -0.021 0.142
H -9.09240 -6.28378 1.94459 -0.044 0.008 -0.003 0.140
H -7.04760 -4.88733 1.56856 0.014 0.014 0.000 0.148
H -8.50361 -4.08146 0.98893 0.004 0.003 0.030 0.134
O 5.58584 -3.31944 0.56273 -0.020 0.037 -0.017 0.089
C 4.44534 -2.60371 0.47994 0.123 -0.092 0.025 -0.307
C 4.16658 -1.73274 -0.56647 0.100 0.013 -0.079 0.019
C 2.97157 -1.05462 -0.54975 -0.175 0.147 0.037 -0.112
N 2.05487 -1.18096 0.41884 0.056 -0.268 0.419 -0.037
C 2.34928 -2.02437 1.39871 0.021 0.156 -0.184 -0.701
Br 1.04440 -2.23686 2.75011 0.107 -0.142 0.074 0.844
C 3.51393 -2.75981 1.49351 -0.045 -0.036 0.111 -0.039
H 6.16309 -3.11410 -0.18190 -0.023 -0.012 0.015 0.118
H 4.86524 -1.59228 -1.38199 -0.028 0.014 0.015 0.123
H 2.71528 -0.37574 -1.35066 -0.003 -0.007 -0.017 0.116
H 3.69937 -3.42943 2.32052 -0.012 0.022 -0.035 0.116
I 2.48367 7.15860 4.61809 -0.003 -0.013 -0.007 0.870
C 2.03701 5.39424 3.59604 0.010 0.038 0.025 -0.733
C 0.99199 4.59556 4.04069 0.024 -0.044 -0.067 -0.141
C 0.70528 3.42180 3.36070 -0.004 0.019 0.108 -0.007
C 1.44478 3.06153 2.24282 0.045 -0.057 -0.012 -0.129
C 2.48152 3.87335 1.80408 0.053 0.094 -0.032 -0.009
C 2.79000 5.04175 2.48403 -0.043 -0.051 -0.002 -0.141
C 1.11190 1.81438 1.50255 0.302 0.097 0.326 -0.600
O 1.53117 1.64819 0.32166 -0.022 0.233 0.134 -0.105
O 0.37583 0.93622 2.05309 0.192 0.386 0.259 -0.150
H 0.41118 4.88571 4.90506 0.005 -0.001 -0.002 0.093
H -0.09764 2.77603 3.69107 0.014 0.012 -0.010 0.117
H 3.04487 3.58298 0.92664 -0.019 0.002 0.017 0.120
H 3.60248 5.67263 2.15082 -0.009 -0.006 0.004 0.094
C -3.37230 0.70614 2.00745 0.030 0.007 -0.001 0.000
C -2.37830 -0.33563 2.40796 -0.098 0.091 0.083 -0.454
C -2.28700 -0.72503 3.85711 0.039 -0.016 -0.001 0.000
O -1.62797 -0.86447 1.60045 0.036 0.048 0.137 -0.114
H -4.24469 0.69409 2.66021 0.002 -0.015 -0.011 0.091
H -3.63776 0.62396 0.95619 0.022 0.003 -0.010 0.071
H -2.87931 1.67966 2.10011 -0.009 -0.011 0.052 0.109
H -2.90376 -0.09610 4.49518 0.003 -0.025 -0.010 0.084
H -1.24155 -0.66026 4.16407 -0.025 0.005 -0.029 0.074
H -2.59826 -1.76734 3.96355 0.001 0.025 -0.003 0.097
```
Forces are in eV/Å.

total charge = +1
relative energy (zero: lowest compared OMol25 entry of this formula, charge and spin) = 0.549 eV
orbital gap = 6.5 eV
HOMO = -0.360 Eh